# 1
Below is a molecular structure, C3H5BrN2 in a non-equilibrium geometry, with properties calculated with ωB97M-V with the def2-TZVPD basis set.

Geometry as XYZ:
```
11
Properties=species:S:1:pos:R:3:forces:R:3
C -0.054411 -0.051579 0.023662 -6.2 -11.3 2.7
C 0.642730 1.051929 0.054200 5.0 7.5 -4.2
C 0.113400 -1.594919 0.774941 4.1 2.8 -5.3
N -0.938947 0.392534 -0.980768 -1.2 -0.4 0.1
N -0.322866 1.699237 -0.816829 -0.1 0.7 1.5
Br 2.173774 1.506547 1.023554 0.0 0.8 1.3
H -0.615210 -1.710269 1.465282 -2.4 -0.6 1.9
H 0.078641 -2.313283 -0.161943 0.0 1.0 2.3
H 1.165301 -1.614242 1.302721 -2.1 0.0 -1.3
H -2.024220 0.432021 -0.993029 1.9 -0.5 0.7
H -0.218192 2.202024 -1.691790 1.0 -0.1 0.2
```
Forces are in eV/Å.

Values from the calculation:
- Total charge: 0
- Gap between HOMO and LUMO (alpha / beta): 4.93 / 7.73 eV
- <S²>: 2.0071
- ΔE to the lowest compared entry with this formula, charge and spin: 2.637 eV
- Multiplicity: 3
- HOMO (alpha / beta): -3.885 / -9.350 eV



# 2
Below is a gas-phase ion, C3H5BrN3O (charge +1) in a non-equilibrium geometry, with properties calculated with ωB97M-V with the def2-TZVPD basis set.

Geometry as XYZ:
```
13
Properties=species:S:1:pos:R:3:forces:R:3
C 1.878884 0.303237 -0.271994 1.0 1.4 -1.7
N 0.440801 0.133426 -0.071489 0.5 -0.9 0.9
C -0.566991 0.837890 -0.490901 -0.3 2.3 -1.1
C -1.744955 0.254968 -0.089481 -1.2 -0.7 -0.1
Br -3.563150 0.667405 -0.195432 0.9 0.0 -0.1
N -1.391731 -0.941164 0.534349 -0.4 0.9 0.9
O -2.080383 -1.778656 1.088277 0.2 0.0 -0.4
N -0.065914 -0.912886 0.614104 3.2 -0.8 0.1
H 2.033550 0.895625 -1.259787 -0.5 -1.5 1.3
H 2.382084 1.016605 0.423910 -0.7 -1.1 0.2
H 2.333953 -0.706204 -0.327511 0.0 0.8 0.0
H -0.297135 1.763135 -1.030757 -0.9 -0.6 0.3
H 0.640981 -1.533381 1.076711 -1.8 0.1 -0.3
```
Forces are in eV/Å.

Values from the calculation:
- Total charge: +1
- Gap between HOMO and LUMO (alpha / beta): 9.15 / 9.15 eV
- ΔE to the lowest compared entry with this formula, charge and spin: 1.072 eV
- Structure (SMILES): Cn1cc(Br)[n+](=O)[nH]1
- HOMO (alpha / beta): -13.836 / -13.835 eV



# 3
Below is 2 unconnected molecules or ions with the total composition C3H5BrO in a non-equilibrium geometry, with properties calculated with ωB97M-V with the def2-TZVPD basis set.

Geometry as XYZ:
```
10
Properties=species:S:1:pos:R:3:forces:R:3
C 2.011037 -0.858630 0.172487 6.3 -5.6 -0.5
C 0.993552 0.015397 0.231965 -7.9 5.0 -2.0
C -1.790683 1.185679 0.080314 1.6 2.1 5.6
O -1.985697 1.036546 -1.084322 -2.4 -2.4 -6.2
Br -2.603260 0.023511 1.430798 -0.5 -0.5 -0.5
H 2.102132 -1.617550 -0.551487 -0.5 -0.8 -1.0
H 2.878411 -0.956090 0.787608 0.2 0.8 0.7
H 0.850027 0.735656 0.955447 0.0 1.2 1.8
H 0.121762 0.144603 -0.516300 2.3 -0.8 0.9
H -2.577277 0.290880 -1.506507 0.8 1.0 1.2
```
Forces are in eV/Å.

Values from the calculation:
- Total charge: 0
- Gap between HOMO and LUMO (alpha / beta): 5.76 / 6.69 eV
- <S²>: 2.0053
- ΔE to the lowest compared entry with this formula, charge and spin: 3.918 eV
- Multiplicity: 3
- HOMO (alpha / beta): -5.600 / -8.783 eV



# 4
Below is a gas-phase ion, C3H5BrO4P (charge -1) in a non-equilibrium geometry, with properties calculated with ωB97M-V with the def2-TZVPD basis set.

Geometry as XYZ:
```
14
Properties=species:S:1:pos:R:3:forces:R:3
O -1.639550 3.173801 1.048616 -0.6 1.6 0.0
P -0.892547 1.929769 1.089351 -1.5 -2.5 1.7
O 0.486923 1.703829 0.690152 2.1 1.0 -0.4
O -1.208829 0.888120 2.408127 -0.5 0.4 -0.9
C -1.857453 0.430074 1.160048 -1.3 -0.2 -0.5
O -1.495711 -0.853357 0.689642 0.0 0.4 0.7
C -0.158926 -0.915832 0.198965 1.0 -3.2 2.4
C -0.077482 -0.215241 -1.048460 -1.6 3.6 -3.1
Br 0.734077 -1.063011 -2.601664 0.3 -0.3 0.1
H -3.006364 0.429512 1.151126 1.7 0.1 0.4
H 0.536392 -0.611640 1.014454 -0.4 0.1 -0.9
H 0.073477 -2.010333 -0.004857 -0.6 1.0 0.4
H 0.271273 0.855021 -1.022078 0.3 -1.6 0.0
H -1.151880 -0.075374 -1.354666 1.0 -0.4 0.0
```
Forces are in eV/Å.

Values from the calculation:
- Total charge: -1
- Gap between HOMO and LUMO: 8.11 eV
- ΔE to the lowest compared entry with this formula, charge and spin: 1.790 eV
- Structure (SMILES): O=[P@@]1([O-])O[C@@H]1OCCBr
- HOMO: -5.061 eV



# 5
Below is C3H5BrS in the gas phase in a non-equilibrium geometry, with properties calculated with ωB97M-V with the def2-TZVPD basis set.

Geometry as XYZ:
```
10
Properties=species:S:1:pos:R:3:forces:R:3
C -0.171492 1.206338 -1.008132 -1.5 2.1 0.7
C -0.708188 0.385699 -0.142881 -0.5 -1.7 0.1
Br -2.624432 0.601297 0.465023 1.9 -0.2 -0.5
C -0.013825 -0.831834 0.407048 -0.6 -2.0 0.6
S 1.803865 -0.990516 -0.115798 -1.7 0.2 -0.9
H -0.799560 2.090567 -1.154419 0.5 -0.1 -0.7
H 0.864191 1.245963 -1.269206 0.3 -0.4 -0.3
H 0.019869 -0.678118 1.499561 0.0 -0.4 -0.4
H -0.590296 -1.875728 0.217529 1.3 2.6 0.3
H 2.219872 -1.153666 1.101277 0.5 -0.1 1.1
```
Forces are in eV/Å.

Values from the calculation:
- Total charge: 0
- Gap between HOMO and LUMO: 10.16 eV
- ΔE to the lowest compared entry with this formula, charge and spin: 0.866 eV
- Structure (SMILES): C=C(Br)CS
- HOMO: -9.605 eV



# 6
Below is C3H5BrS in the gas phase in a non-equilibrium geometry, with properties calculated with ωB97M-V with the def2-TZVPD basis set.

Geometry as XYZ:
```
10
Properties=species:S:1:pos:R:3:forces:R:3
C 0.011458 -1.231365 -0.247935 0.6 4.3 -0.4
S 0.974687 0.070805 0.710218 -0.2 -0.3 -0.2
C -0.001311 1.469225 0.310537 -0.3 1.7 1.9
C 0.135090 2.678569 0.995948 0.1 -1.8 -1.6
Br -0.946532 4.151010 0.485447 -0.1 -0.1 0.0
H -0.281060 -0.626792 -1.131499 0.1 -0.9 0.2
H -0.834555 -1.457129 0.326167 -0.9 -1.2 0.6
H 0.797381 -1.866804 -0.483820 0.6 -2.0 -0.4
H -0.835314 1.156925 -0.387900 1.0 1.3 0.8
H 0.920573 3.029238 1.725126 -0.9 -1.1 -0.9
```
Forces are in eV/Å.

Values from the calculation:
- Total charge: 0
- Gap between HOMO and LUMO: 8.99 eV
- ΔE to the lowest compared entry with this formula, charge and spin: 1.019 eV
- Structure (SMILES): CS/C=C/Br
- HOMO: -8.151 eV